14
Properties=species:S:1:pos:R:3:forces:R:3 method="wB97M-V/def2-TZVPD" gap_ev=6.8637 homo_energy_ev=-3.121 e_above_lowest_ev=0.7848 charge=-1
S -0.2434 -0.2420 0.2657 -0.1 0.4 -0.2
O -2.9812 -0.0129 3.4166 0.3 0.5 0.0
O 0.4715 2.4467 -2.1205 0.0 0.0 0.4
O 2.9681 -1.0014 0.5892 -0.3 1.7 -0.7
C -0.5050 -1.1979 -1.2587 0.6 -0.7 -0.5
H -2.8606 0.4459 2.5733 -0.1 -0.3 -0.2
H -0.0474 -0.7147 -2.1290 -0.3 0.2 0.0
H -1.5380 -1.4642 -1.5039 -0.1 0.4 0.2
H -2.0834 0.0462 3.7660 -0.1 -0.3 0.1
H 0.0302 1.8206 -1.5178 -0.1 -0.3 0.0
H 2.1328 -0.5164 0.3459 -0.8 -1.3 0.5
H 0.0105 -2.1692 -1.2492 0.0 0.1 0.4
H 1.1540 2.7803 -1.5274 0.1 0.1 -0.2
H 3.4920 -0.2211 0.3497 0.9 -0.5 0.2

8
Properties=species:S:1:pos:R:3:forces:R:3 method="wB97M-V/def2-TZVPD" gap_ev="8.0790 / 6.1664" homo_energy_ev="-10.377 / -9.813" e_above_lowest_ev=2.4636
I -0.5286 -0.9491 2.3111 -0.5 0.1 0.5
Br -0.1156 1.3440 -1.7147 -0.5 -0.1 0.1
Br -2.8900 2.2589 -0.0116 0.1 0.0 -0.1
S 0.9156 -0.4040 0.5187 0.5 -2.3 -0.4
O 1.6480 0.7777 0.7602 0.0 1.2 0.2
O 1.6379 -1.6337 0.2956 -0.4 0.4 -0.2
C -0.2568 -0.2484 -0.7939 1.1 0.8 -0.1
H -0.4105 -1.1455 -1.3654 -0.3 -0.3 0.0

no.,energy (eV),M (g/mol)
1,-18161.990,101.15
2,-164165.123,363.80